1.
Entry from OMol25: a cluster of 10 separate species, C39H107N9O10 in total (ωB97M-V/def2-TZVPD).

ORCA input file:
```
! RIJCOSX wB97M-V def2-TZVPD def2/J DEFGRID3
* xyz 0 1
O 1.114 6.229 32.523
O -1.330 -2.842 43.657
O -0.034 2.744 42.752
O 0.140 -0.864 35.279
O 0.612 -5.320 36.598
O 2.967 -2.040 39.773
O 4.975 -5.677 35.946
O -3.378 1.157 37.846
O 3.174 6.497 36.923
O 0.088 1.726 30.601
N -1.939 -2.857 35.756
N 6.615 -2.910 34.200
N -0.754 -1.830 31.485
N 3.643 -5.639 40.640
N -3.908 -1.559 38.231
N 2.247 3.120 35.562
N -1.459 5.178 33.765
N 0.831 -0.293 42.177
N 1.312 2.035 40.052
C -4.240 0.778 38.921
C -0.960 2.900 43.779
C -1.095 -1.319 41.176
C 0.168 -3.993 36.181
C -0.598 2.877 41.447
C 1.171 -0.602 32.257
C 2.867 4.071 36.487
C -0.256 -0.484 31.792
C -5.480 -1.131 40.009
C -3.857 1.971 36.827
C 0.446 3.148 40.375
C 4.416 3.811 36.367
C 2.028 6.641 31.495
C 5.426 -4.951 34.844
C 0.648 4.881 32.391
C -0.559 2.533 29.610
C -0.279 -0.335 37.562
C -1.299 -3.831 36.616
C 1.894 -5.668 36.380
C -0.516 3.032 33.724
C 3.276 6.500 38.392
C -0.429 0.413 30.521
C -0.161 -2.103 43.455
C 1.575 -4.472 40.848
C 3.909 -0.973 39.735
C 2.124 -0.249 36.566
C 4.776 -7.108 35.724
C -2.163 -5.071 36.490
C 0.559 -0.086 36.359
C -4.908 -0.577 38.687
C 4.806 -2.571 35.708
C 3.669 -3.259 40.096
C -1.093 -4.135 44.225
C 5.882 -3.557 35.311
C 2.497 5.530 36.072
C -0.225 3.657 39.138
C -0.194 4.521 33.647
C -0.412 -0.924 42.515
C 2.871 -4.598 39.999
H 7.348 -3.575 33.979
H -0.919 -0.215 43.172
H 4.981 -7.570 36.690
H 4.717 2.787 36.149
H 1.248 3.258 35.486
H 0.651 -2.771 43.153
H 3.406 5.484 38.771
H 4.455 -2.762 36.725
H 3.416 -0.053 39.420
H 4.823 4.160 37.316
H 0.210 -1.836 44.449
H -1.072 -2.375 32.275
H 2.674 5.660 35.004
H 2.365 6.861 38.868
H 3.922 -2.486 35.076
H -0.452 -4.788 43.630
H 1.086 3.989 40.655
H -0.749 -4.064 45.258
H 0.931 -5.340 40.696
H 3.738 -7.329 35.478
H 4.445 -0.720 40.652
H 4.850 4.439 35.589
H 1.917 2.517 39.398
H 0.482 4.622 34.496
H -1.318 -0.368 37.239
H -0.934 2.732 34.685
H 7.092 -2.129 34.633
H -5.990 -2.090 39.905
H 2.848 7.308 31.763
H 4.690 -4.804 34.050
H -1.304 -3.429 37.633
H -1.321 3.923 43.911
H 2.669 0.565 36.086
H 2.348 -0.172 37.630
H -2.017 -4.708 44.306
H 4.729 -0.965 39.011
H -4.641 1.474 36.251
H 0.154 -0.093 29.748
H -0.581 -2.031 40.529
H 0.685 -3.181 36.695
H -3.076 2.277 36.131
H 4.695 -3.394 39.750
H -0.996 1.871 41.283
H -1.833 -5.891 37.132
H -3.153 -4.929 36.927
H 0.920 -3.656 40.536
H 0.067 -1.206 38.125
H 3.628 -5.318 41.601
H 1.428 5.684 36.233
H 0.315 -3.931 35.102
H 0.603 -0.591 34.482
H 0.775 0.661 41.847
H 6.360 -5.362 34.452
H -1.502 0.488 30.334
H 0.348 2.382 33.576
H -1.464 3.537 41.519
H -3.017 -1.095 38.124
H 2.633 -4.922 36.683
H -1.552 -1.597 30.906
H 0.658 1.505 39.488
H -0.553 2.090 28.611
H 3.849 -3.072 41.160
H 2.601 -4.829 38.969
H -1.170 2.847 32.870
H 2.642 3.157 34.632
H -1.273 6.161 33.596
H 2.126 -6.542 36.994
H 2.063 -5.991 35.349
H -0.137 4.851 31.631
H -1.869 2.302 43.673
H 1.104 -1.290 33.101
H 1.324 -0.718 41.401
H -2.172 -5.483 35.482
H 5.273 -1.597 35.866
H -4.294 2.877 37.253
H 2.514 -1.143 36.082
H 1.600 0.304 32.688
H 2.641 5.805 31.148
H 5.483 -7.502 34.994
H -0.054 0.385 38.347
H 1.799 -1.081 31.507
H -3.650 0.709 39.836
H -2.090 -1.764 41.239
H -0.863 0.021 32.548
H -1.975 4.921 32.932
H 4.211 7.030 38.559
H 1.437 4.139 32.270
H -5.682 -0.498 37.921
H 1.739 -4.290 41.910
H 0.321 0.923 36.008
H -1.283 -0.452 40.539
H -0.955 2.893 38.849
H 1.456 7.055 30.664
H -4.741 -1.402 40.766
H -1.458 -1.969 35.708
H -6.124 -0.378 40.465
H -3.822 -2.313 38.896
H 0.366 3.712 38.224
H 2.535 3.862 37.504
H -5.060 1.482 39.081
H -0.834 4.540 39.339
H -0.565 2.615 44.754
H 6.492 -3.684 36.208
H -0.026 3.469 29.442
H -2.897 -2.695 36.037
H 3.019 -6.434 40.700
H -1.594 2.765 29.868
*
```

## Properties
lowest unoccupied orbital energy	0.56	eV
energy above the lowest of the compared OMol25 structures with the same formula, charge and spin	347.0	kJ/mol
SMILES	COC[C@H](C)N.COC[C@H](C)N.COC[C@H](C)N.COC[C@H](C)N.COC[C@H](C)N.COC[C@H](C)N.COC[C@H](C)N.COC[C@H](C)N.COC[C@H](C)N.CC(C)O
HOMO level	-8.317	eV



2.
Entry from OMol25: the molecule C3H4OS (ωB97M-V/def2-TZVPD).

ORCA input file:
```
! RIJCOSX wB97M-V def2-TZVPD def2/J DEFGRID3
* xyz 0 1
S -0.312 0.371 -0.973
O -1.105 1.606 -0.951
C 1.010 0.702 0.110
C -1.127 -0.892 0.024
C 2.158 0.908 0.519
H -0.587 -1.875 -0.169
H 3.136 0.843 0.965
H -2.033 -1.104 -0.589
H -1.140 -0.559 1.063
*
```

## Properties
lowest unoccupied orbital energy	0.50	eV
energy above the lowest of the compared OMol25 structures with the same formula, charge and spin	315.1	kJ/mol
HOMO level	-9.335	eV



Copy entry 2 word for word.
Entry from OMol25: the molecule C3H4OS (ωB97M-V/def2-TZVPD).

ORCA input file:
```
! RIJCOSX wB97M-V def2-TZVPD def2/J DEFGRID3
* xyz 0 1
S -0.312 0.371 -0.973
O -1.105 1.606 -0.951
C 1.010 0.702 0.110
C -1.127 -0.892 0.024
C 2.158 0.908 0.519
H -0.587 -1.875 -0.169
H 3.136 0.843 0.965
H -2.033 -1.104 -0.589
H -1.140 -0.559 1.063
*
```

## Properties
lowest unoccupied orbital energy	0.50	eV
energy above the lowest of the compared OMol25 structures with the same formula, charge and spin	315.1	kJ/mol
HOMO level	-9.335	eV